The following is a quantum chemistry calculation of an isolated molecule of C4H12N4 at a distorted geometry, from the Open Molecules 2025 dataset.

Geometry as XYZ:
```
20
Properties=species:S:1:pos:R:3:forces:R:3
C 1.9534 -0.5010 0.5850 0.075 -0.104 -0.110
C 1.0227 -0.2138 -0.5799 -1.844 -2.267 0.946
N 0.9529 1.1906 -0.8729 -2.851 0.757 0.315
C -0.7174 1.1120 -0.3413 3.342 1.362 -1.262
N -0.8826 1.7911 0.8562 -0.423 0.419 0.851
C -0.6183 -0.3927 -0.2086 2.435 -0.725 -0.379
N -0.8889 -0.8777 1.1274 -0.357 0.467 0.566
N -1.3037 -1.0888 -1.2669 -0.013 -0.028 -0.658
H 2.9858 -0.3568 0.2518 -0.039 -0.010 0.025
H 1.7857 0.1885 1.4176 -0.106 -0.097 -0.148
H 1.8443 -1.5246 0.9549 0.017 0.068 -0.037
H 1.2359 -0.8870 -1.4253 0.133 0.275 0.104
H 0.9514 1.3430 -1.8808 -0.088 -0.022 0.134
H -1.2378 1.5231 -1.2016 -0.569 -0.151 0.304
H -0.3203 1.3943 1.6081 -0.177 0.104 -0.323
H -0.7280 2.7922 0.8087 -0.040 -0.247 -0.180
H -1.7380 -0.4565 1.5086 0.234 -0.146 -0.149
H -0.9963 -1.8839 1.1726 0.124 0.096 -0.200
H -2.3137 -1.1033 -1.1538 0.124 0.097 0.140
H -0.9869 -2.0487 -1.3599 0.021 0.152 0.061
```
Positions in Å, forces in eV/Å.

Frontier orbital gap (hartree): 0.338
Charge: 0
F_max (hartree/bohr): 0.0744
Energy above the lowest of the compared OMol25 structures with the same formula, charge and spin (kcal per mole): 35.6
Structure (SMILES): C[C@@H]1N[C@H](N)C1(N)N
DFT total energy (Ha): -378.58156
HOMO energy (eV): -8.2

What are the natural (NBO) partial charges on each atom? They are as follows, in elementary charge units: atom 1 (C): -0.617, atom 2 (C): -0.034, atom 3 (N): -0.701, atom 4 (C): 0.134, atom 5 (N): -0.833, atom 6 (C): 0.203, atom 7 (N): -0.872, atom 8 (N): -0.851, atom 9 (H): 0.212, atom 10 (H): 0.208, atom 11 (H): 0.203, atom 12 (H): 0.176, atom 13 (H): 0.344, atom 14 (H): 0.202, atom 15 (H): 0.385, atom 16 (H): 0.381, atom 17 (H): 0.372, atom 18 (H): 0.368, atom 19 (H): 0.358, atom 20 (H): 0.361